49
Properties=species:S:1:pos:R:3:forces:R:3 method="wB97M-V/def2-TZVPD" spin_multiplicity=1 orbital_gap_ev=8.11
H -1.416 1.271 3.645 -0.051 -0.224 -0.074
O -2.776 5.311 -2.897 -0.207 0.575 1.340
H 5.656 0.701 -2.097 -1.035 -1.908 1.535
C -3.630 -5.706 1.572 -0.163 0.073 0.483
H -4.613 5.349 -0.414 0.148 0.016 0.203
H -3.045 1.852 4.056 0.130 -0.096 -0.195
F 0.942 -0.247 0.584 -0.049 -2.243 -4.809
P 3.911 -1.106 -2.276 0.724 1.729 -1.563
C -2.530 -4.037 -0.048 0.063 0.488 0.106
H 4.955 0.350 -0.345 0.572 -1.217 -1.886
H -0.717 1.411 1.054 -0.152 -0.198 0.018
C 5.292 -0.153 -1.347 2.415 -0.236 0.079
H -4.043 -5.756 2.585 0.100 0.038 -0.228
C -2.624 7.145 -1.376 0.227 0.169 -0.444
N 7.663 -1.158 -2.103 -4.749 0.136 4.339
O -3.192 3.069 1.869 0.821 -1.254 0.194
H 7.801 -2.009 0.724 -2.161 0.020 -1.198
H -2.219 -2.988 -0.100 -0.143 -0.316 0.049
H -2.800 -6.413 1.498 -0.132 -0.031 -0.189
H 6.880 -3.264 -0.343 -0.227 2.239 0.972
O -3.228 -3.425 2.152 0.106 -1.093 -1.059
H -2.150 7.644 -2.229 -0.109 -0.131 0.172
H -2.861 0.303 3.203 0.244 -0.042 0.013
F 0.531 -0.169 -1.877 1.469 -2.549 4.358
H -3.268 -4.223 -0.832 0.147 -0.181 -0.015
C -2.537 2.036 1.990 -0.835 1.245 -0.090
H -2.163 0.442 0.612 0.213 -0.048 0.112
H 4.611 -2.258 -2.860 -0.771 0.476 1.271
C -3.137 -4.309 1.302 -0.099 1.194 1.080
C -1.786 1.446 0.827 -0.125 0.394 -0.323
C 0.904 -1.000 -0.704 -4.737 1.149 0.823
C -2.455 1.312 3.308 -0.313 0.316 0.231
F -0.211 -2.005 -0.547 3.975 3.621 -0.500
H -1.651 -4.670 -0.194 -0.145 -0.063 -0.149
H -3.008 4.761 0.134 -0.278 0.088 0.063
H -4.417 -5.967 0.860 0.189 -0.121 -0.063
O 2.036 -3.350 -1.610 1.078 5.601 1.623
C -3.004 5.742 -1.768 0.130 -0.712 -1.413
O 3.126 -2.282 0.448 -2.477 2.100 -4.064
C 6.800 -2.180 0.131 -0.760 -0.299 -0.957
H -3.889 3.901 -1.148 0.061 0.231 0.101
C 6.628 -1.137 -1.161 3.511 -0.738 -1.563
H 5.843 -2.171 0.801 1.964 0.065 -1.090
C -3.672 4.888 -0.725 0.096 -0.227 -0.375
H 8.343 -1.856 -1.718 -0.635 0.646 -0.466
H -1.936 2.074 -0.058 0.014 -0.118 0.185
S 2.483 -1.993 -0.936 2.048 -8.593 3.073
H -1.913 7.120 -0.547 -0.210 0.073 0.093
H -3.518 7.707 -1.094 0.119 -0.046 0.200

***

81
Properties=species:S:1:pos:R:3:forces:R:3 method="wB97M-V/def2-TZVPD" spin_multiplicity=1 orbital_gap_ev=6.86 de_lowest_ev=0.695 charge=-2
O 1.194 -0.429 0.515 0.605 -0.191 0.209
C -3.837 -1.105 -2.328 -0.072 -0.020 -0.024
O 0.635 2.062 -0.163 0.805 0.866 0.556
C 5.740 0.012 -1.447 0.020 0.008 -0.026
C -4.986 -0.331 3.831 0.037 0.013 -0.022
H -1.650 0.799 5.561 0.010 -0.002 0.009
F -4.677 -0.215 -4.851 -0.025 -0.045 -0.001
N -1.586 -1.272 3.560 0.021 0.055 -0.035
H 1.609 -1.227 0.114 -0.131 0.112 -0.038
F -2.760 0.576 -5.452 0.046 0.008 -0.007
C 2.481 0.311 2.396 -0.025 -0.081 0.005
C 2.018 0.746 -3.471 0.096 -0.077 -0.042
C -3.512 0.297 -4.370 0.013 0.010 -0.031
C 3.858 1.370 -0.808 -0.013 -0.025 -0.025
Se -1.127 -3.260 1.583 0.054 0.053 0.008
C -2.094 -2.090 2.604 0.015 -0.154 -0.099
H 4.396 0.587 -5.921 0.008 -0.002 -0.004
S 1.598 -2.708 -1.744 0.074 0.146 0.121
F -4.707 0.592 0.554 -0.033 -0.001 -0.009
H 3.794 2.985 -6.075 0.002 0.002 -0.002
C 5.329 -0.968 -0.555 -0.024 -0.024 -0.003
H -3.331 -1.718 -1.582 0.028 0.004 -0.001
C 1.691 2.098 -3.560 0.010 0.027 -0.022
H -3.804 -3.151 1.008 -0.007 -0.002 0.006
C 2.336 2.886 -4.496 0.019 0.015 -0.017
C 3.028 -0.117 5.108 -0.010 -0.007 0.030
C 3.420 1.096 3.061 -0.003 0.035 0.015
F -2.464 0.130 0.804 0.174 -0.056 -0.041
C -2.586 -0.504 4.125 -0.074 0.037 0.039
F -3.101 1.936 -0.426 0.033 -0.007 -0.046
C 2.165 0.533 0.920 0.015 0.190 0.219
F -3.829 1.467 -3.805 -0.018 0.047 0.062
C 1.852 -0.714 3.096 0.047 -0.025 -0.063
H 5.884 -1.894 -0.466 0.005 0.000 0.003
C 5.001 1.178 -1.573 0.001 0.005 0.001
H 4.405 1.518 4.911 0.003 -0.002 0.000
H -5.190 -2.898 2.100 0.000 -0.004 0.007
H 1.629 -1.740 4.966 0.001 -0.007 0.005
C -3.769 -0.902 3.504 -0.019 0.029 0.013
F -1.191 -1.574 -4.887 0.032 0.052 -0.049
F -3.403 1.958 1.857 -0.001 -0.040 0.042
C 4.188 -0.775 0.206 -0.016 -0.008 -0.013
H 6.622 -0.142 -2.057 -0.002 0.002 -0.003
H -3.823 1.828 6.181 0.000 0.001 0.007
Sr -0.513 0.333 -1.050 -0.963 -0.681 0.914
H 3.867 -1.549 0.894 -0.002 -0.008 0.021
H 3.237 -0.274 6.160 0.002 -0.006 0.002
C 2.121 -0.926 4.444 0.011 -0.004 0.018
C 3.303 2.349 -5.348 -0.006 0.052 -0.006
H -4.256 -0.235 -1.825 0.003 0.020 -0.004
F -3.160 -2.466 -4.904 -0.050 -0.009 -0.008
H -5.892 -0.604 3.310 -0.003 -0.002 -0.011
H 0.960 2.527 -2.887 -0.011 -0.016 0.028
O -1.772 0.038 -2.780 -1.131 -0.407 -1.422
N -3.434 -1.883 2.585 0.060 0.044 0.061
H 3.926 1.882 2.520 -0.017 0.012 -0.014
B -3.439 1.185 0.702 0.038 0.090 0.030
S 3.220 -1.463 -3.953 0.015 0.026 0.011
C 1.570 1.984 0.686 0.088 0.074 0.108
C -3.794 1.042 5.438 -0.037 0.034 0.016
C 3.682 0.888 4.405 0.011 0.003 0.027
C -2.574 0.472 5.104 0.023 0.007 -0.044
C 2.999 0.215 -4.327 0.004 0.050 -0.042
C 3.642 1.008 -5.267 -0.001 -0.029 0.017
O 2.114 2.901 1.296 0.014 0.011 -0.009
C 2.000 -1.343 -2.673 -0.176 -0.228 0.032
H -0.594 -1.130 3.663 0.000 -0.024 0.012
F -1.825 -2.801 -3.237 -0.003 0.012 0.051
H -4.695 -1.606 0.962 -0.007 -0.017 0.003
C -4.347 -2.418 1.600 -0.028 -0.034 -0.044
C -2.235 -1.862 -4.105 -0.021 -0.059 0.009
H 5.296 1.939 -2.286 -0.002 0.001 -0.008
C -4.977 0.648 4.814 -0.002 0.013 0.005
H -4.639 -1.687 -2.786 0.001 -0.009 0.008
C 3.438 0.393 0.087 0.058 -0.026 0.006
C -2.792 -0.626 -3.347 0.002 0.065 -0.200
N 1.474 -0.147 -2.571 0.461 0.084 -0.320
H 2.086 3.938 -4.565 0.001 0.005 -0.005
H 3.284 2.279 -0.926 0.002 0.011 0.013
H -5.905 1.137 5.080 -0.001 0.002 0.004
H 1.177 -1.371 2.560 -0.034 0.005 0.011

***

For each record above, in turn, the calculated LUMO values are -1.19, 4.18 eV.